(1)
The following is a quantum chemistry calculation of a molecular structure, C15H20N2O2Zn in a non-equilibrium geometry, from the Open Molecules 2025 dataset.

Results
HOMO in eV: -8.1
Frontier orbital gap in eV: 7.5

Geometry as ORCA input:
```
! wB97M-V def2-TZVPD RIJCOSX def2/J DEFGRID3
* xyz 0 1
C -3.80850 -0.25291 0.35590
C -4.20834 0.97948 -0.44626
H -3.85673 -1.14243 -0.27856
H -4.48718 -0.36830 1.20980
H -2.79154 -0.17532 0.75710
H -3.56750 1.12638 -1.31296
H -5.23852 0.89983 -0.80843
H -4.12611 1.88128 0.15971
C 0.23560 -2.59064 0.10528
C 1.09866 -3.68817 0.04622
C 2.29681 -3.56481 -0.66012
C 2.58972 -2.36198 -1.30611
H -0.71560 -2.62549 0.63631
H 0.81190 -4.60839 0.55816
H 2.99493 -4.39646 -0.71150
H 3.50296 -2.21868 -1.89228
N 0.53279 -1.41412 -0.47091
C 1.69760 -1.27765 -1.16240
C 1.97726 0.07933 -1.66544
N 1.08180 1.02426 -1.29017
C 1.30373 2.30807 -1.59139
C 3.34344 1.78599 -2.72158
C 2.42848 2.74627 -2.28713
H 0.55196 3.01274 -1.24741
H 2.51701 3.82296 -2.46707
C 3.11684 0.43685 -2.42745
H 3.79779 -0.34528 -2.76469
H 4.21494 2.10107 -3.28773
Zn -0.45405 0.37409 0.11600
C -1.43478 2.02423 -0.25504
H -1.77537 2.03208 -1.30110
H -0.76969 2.88434 -0.10890
H -2.27186 2.11635 0.44739
C 1.60543 -0.04947 3.70968
C 1.16832 0.11454 2.27656
O 1.98290 0.49979 1.41293
O -0.08860 -0.16285 2.04466
H 2.68509 -0.20274 3.73513
H 1.08923 -0.87462 4.20228
H 1.41753 0.87109 4.27241
*
```

(2)
The following is a quantum chemistry calculation of a single C22H21ClN4O3 molecule in a non-equilibrium geometry, from the Open Molecules 2025 dataset.

Results
HOMO in eV: -8.4
Structure (SMILES): COCCCn1c(-c2cccc(Cl)c2)nc2c1c(=O)[nH]c(=O)n2Cc1ccccc1
Frontier orbital gap in eV: 8.6

Geometry as ORCA input:
```
! wB97M-V def2-TZVPD RIJCOSX def2/J DEFGRID3
* xyz 0 1
C 3.47058 0.60580 -2.16442
O 2.70659 1.65804 -1.63774
C 1.36571 1.64323 -2.07694
C 0.66127 2.88812 -1.54752
H 1.16105 3.77178 -1.94349
H -0.37541 2.89512 -1.88413
C 0.71643 2.96558 -0.01878
N 0.02225 1.85854 0.58803
C 0.51744 0.68982 1.06398
N -0.43873 -0.17763 1.37107
C -1.59548 0.44566 1.08234
C -1.34780 1.71856 0.58197
C -2.40829 2.59805 0.19226
O -2.33629 3.72026 -0.26542
N -3.63921 1.97814 0.40453
C -3.93432 0.71280 0.88557
O -5.07737 0.32950 0.98338
N -2.85112 -0.05335 1.24752
C -3.03424 -1.42514 1.70366
C -2.73184 -2.38448 0.58213
C -1.49053 -2.99958 0.49497
C -1.20440 -3.84169 -0.56568
C -2.15482 -4.07250 -1.54598
C -3.39311 -3.45741 -1.46501
C -3.68068 -2.61440 -0.40608
H -4.64353 -2.12893 -0.33998
H -4.13650 -3.63552 -2.22807
H -1.93119 -4.73106 -2.37252
H -0.23773 -4.32044 -0.62774
H -0.75043 -2.80748 1.25711
H -2.35494 -1.58716 2.54265
H -4.07411 -1.51336 2.02536
H -4.45485 2.52702 0.15526
C 1.92813 0.35898 1.22463
C 2.84577 1.23064 1.80456
C 4.17104 0.85561 1.92853
C 4.59975 -0.38415 1.48718
C 3.67549 -1.25876 0.93742
C 2.34590 -0.90280 0.80822
H 1.62691 -1.58657 0.38537
Cl 4.19169 -2.81592 0.39268
H 5.63445 -0.67510 1.57599
H 4.88047 1.53481 2.37618
H 2.52188 2.18564 2.18930
H 1.76012 2.94693 0.29050
H 0.23495 3.88968 0.30961
H 1.32737 1.63665 -3.17696
H 0.86479 0.72783 -1.72017
H 4.46479 0.69724 -1.73250
H 3.04576 -0.36857 -1.89525
H 3.53628 0.67198 -3.25755
*
```

(3)
The following is a quantum chemistry calculation of a single C18H20ClN3O4 molecule, from the Open Molecules 2025 dataset.

Results
HOMO in eV: -8.5
Structure (SMILES): C[C@H](NC(=O)c1cc2cc(Cl)ccc2n1C)C(=O)N1CCC[C@H]1C(=O)O
Frontier orbital gap in eV: 8.6

Geometry as ORCA input:
```
! wB97M-V def2-TZVPD RIJCOSX def2/J DEFGRID3
* xyz 0 1
C -1.68513 -2.16496 -2.53589
C -1.40132 -0.98233 -1.61969
N 0.01078 -0.93069 -1.29382
C 0.57723 0.21662 -0.84520
O -0.05782 1.26462 -0.82335
C 1.98657 0.08409 -0.44536
C 2.73666 -1.07402 -0.36835
C 4.02939 -0.71271 0.06661
C 5.19846 -1.43572 0.32305
C 6.30097 -0.73266 0.74340
C 6.28355 0.65867 0.91884
C 5.14274 1.38469 0.67110
C 4.01032 0.69449 0.24239
N 2.76830 1.15302 -0.06978
C 2.40275 2.54314 -0.01292
H 3.03457 3.12363 -0.68860
H 1.36246 2.65169 -0.30784
H 2.53218 2.92157 1.00328
H 5.13214 2.45472 0.80665
H 7.18206 1.15311 1.25216
Cl 7.77633 -1.57946 1.07332
H 5.23082 -2.50564 0.19424
H 2.42100 -2.07527 -0.58539
H 0.46548 -1.81420 -1.13307
H -1.64942 -0.03646 -2.10420
C -2.16313 -1.15047 -0.30195
O -1.99549 -2.17393 0.36824
N -2.96077 -0.16854 0.11091
C -3.25721 1.07848 -0.57975
C -4.29149 1.75633 0.31506
H -4.27192 2.83861 0.21453
C -3.90268 1.28345 1.71267
C -3.50172 -0.16744 1.47289
H -2.72772 -0.52238 2.16593
C -4.70540 -1.13450 1.59481
O -5.80990 -0.75834 1.86987
O -4.40721 -2.40370 1.38868
H -3.45229 -2.52526 1.12817
H -4.73134 1.34563 2.41447
H -3.05530 1.85392 2.09250
H -5.29234 1.39559 0.07768
H -3.64992 0.88089 -1.57930
H -2.34290 1.67681 -0.65776
H -2.72354 -2.14762 -2.85639
H -1.50476 -3.09465 -2.00028
H -1.04403 -2.12283 -3.41257
*
```

(4)
The following is a quantum chemistry calculation of 2 unconnected molecules or ions with the total composition BrHIP, from the Open Molecules 2025 dataset.

Results
HOMO (spin up / spin down) in eV: -9.7 / -8.6
Frontier orbital gap (spin up / spin down) in eV: 8.1 / 5.0

Geometry as ORCA input:
```
! wB97M-V def2-TZVPD RIJCOSX def2/J DEFGRID3
* xyz 0 1
P -0.30299 0.56276 1.39765
Br 2.35417 -2.41196 -2.07290
I -1.09785 0.04855 -0.79365
H -0.95332 1.80065 1.46889
*
```

(5)
The following is a quantum chemistry calculation of 2 unconnected molecules or ions with the total composition C3H8O3S2 in a non-equilibrium geometry, from the Open Molecules 2025 dataset.

Results
HOMO in eV: -9.0
Structure (SMILES): O=C(O)CCSS.O
Frontier orbital gap in eV: 9.5

Geometry as ORCA input:
```
! wB97M-V def2-TZVPD RIJCOSX def2/J DEFGRID3
* xyz 0 1
C 1.08051 -0.50388 0.88964
C 1.70552 0.74223 0.50505
O 2.16473 1.58871 1.54425
O 1.88600 1.10682 -0.65007
C -0.22816 -0.59042 0.10523
S -0.95913 -2.27658 0.52381
S -2.28793 -2.50782 -0.93574
H 1.60780 -1.45088 0.75636
H 0.87738 -0.42151 1.93648
H 2.51632 2.45150 1.22187
H -0.07499 -0.46797 -0.88861
H -0.82975 0.21811 0.52487
H -1.30274 -2.75242 -1.95324
H -1.44006 1.26639 -1.52377
H -2.28832 2.24356 -0.87049
O -2.42718 1.35418 -1.18566
*
```